# C18H18F6FeN4P

C18H18F6FeN4P as an isolated structure (wB97M-V/def2-TZVPD, the Open Molecules 2025 dataset).

```
48
C18H18F6FeN4P | the Open Molecules 2025 dataset | wB97M-V/def2-TZVPD
Fe -12.63283 10.30872 2.32371
C -13.10892 11.10921 5.03969
C -12.66669 6.28375 3.57817
H -12.26304 13.01100 0.90728
F -15.47762 11.42455 -0.07382
C -14.85979 12.58457 5.72114
H -9.29722 9.39817 3.03052
H -13.32421 11.82215 7.03362
C -13.43286 7.56848 1.26722
C -13.43942 5.63485 2.66979
H -7.86132 11.72268 2.72615
H -11.09140 11.15694 5.68067
H -15.45179 11.16391 2.75217
F -15.14039 11.07667 -2.33796
C -13.85767 6.28907 1.48648
H -13.57242 4.56943 2.85830
H -16.51427 12.84504 4.37532
F -13.18365 9.92819 -1.79747
C -14.95365 11.51409 3.59346
C -11.21360 8.20339 4.22833
H -10.13459 7.79916 4.14238
H -12.26625 5.75397 4.45092
N -12.68854 8.24943 2.20371
H -9.31106 10.43215 4.52939
H -15.14014 13.32416 6.45987
H -11.85487 9.68307 6.14678
C -8.82127 12.03367 2.28264
C -13.72287 11.78668 6.00785
N -13.73299 10.97096 3.79453
F -15.16485 9.21083 -0.75990
H -8.10227 13.86451 1.40452
C -9.94939 11.35865 2.66292
C -10.15398 13.51132 0.92289
N -11.14111 11.68903 2.06822
F -13.43305 12.17640 -1.00136
C -15.54438 12.30618 4.54713
C -8.93262 13.20690 1.50855
H -13.64195 8.10603 0.33600
H -11.48325 7.88889 5.26113
C -11.27676 12.77984 1.26373
H -10.22127 14.24676 0.15136
C -9.85018 10.18756 3.57063
H -14.46628 5.76504 0.78870
F -13.45384 10.46392 0.37100
C -11.77903 10.40356 5.29422
N -11.21630 9.66812 4.07525
C -12.27335 7.58739 3.30155
P -14.35132 10.75144 -0.98643
```

Lowest unoccupied orbital energy (alpha / beta) in eV: -14.572 / -15.387
<S²>: 6.4060
Energy in eV: -84871.8577
Total charge: +3
Kohn-Sham gap (alpha / beta) in Eh: 0.1888 / 0.1585
Spin multiplicity: 5

Here is what Mulliken gives for the atomic charges, in e:
1 Fe -0.0088
2 C 0.4592
3 C -0.8025
4 H 0.5724
5 F -0.3151
6 C -0.3653
7 H 0.5759
8 H 0.4353
9 C -0.0706
10 C -0.3155
11 H 0.4443
12 H 0.5280
13 H 0.6158
14 F -0.2444
15 C -0.7867
16 H 0.4662
17 H 0.4011
18 F -0.3487
19 C -0.2495
20 C -1.1348
21 H 0.5476
22 H 0.4701
23 N 0.1775
24 H 0.5827
25 H 0.4958
26 H 0.5894
27 C -0.8580
28 C -0.5536
29 N 0.3961
30 F -0.3928
31 H 0.5110
32 C 0.5811
33 C -0.8899
34 N 0.4763
35 F -0.3558
36 C -0.6791
37 C -0.3292
38 H 0.5780
39 H 0.4273
40 C -0.1300
41 H 0.4898
42 C -0.8949
43 H 0.5474
44 F -0.3218
45 C -1.2496
46 N 0.4987
47 C 1.2720
48 P 1.1577